{"formula": "C27H31ClN3OP2Sr", "method": "ωB97M-V/def2-TZVPD", "homo_energy_ev": -9.8, "total_charge": 1, "de_lowest_ev": 0.0000, "orbital_gap_ev": 6.86, "elements": ["Sr", "Cl", "C", "C", "C", "C", "O", "C", "C", "N", "C", "C", "C", "C", "C", "C", "C", "C", "N", "C", "C", "H", "H", "H", "H", "H", "H", "H", "H", "H", "H", "C", "P", "C", "C", "C", "P", "C", "C", "H", "H", "H", "H", "H", "H", "H", "H", "H", "H", "H", "H", "H", "H", "H", "H", "C", "C", "C", "N", "C", "C", "H", "H", "H", "H", "H"], "xyz": [[-0.0010, -0.1732, -0.2092], [-2.5597, 7.0735, -0.7586], [-2.0364, 5.4292, -0.9560], [-1.5397, 4.9989, -2.1990], [-1.1341, 3.7046, -2.3596], [-1.1801, 2.7493, -1.3059], [-0.8029, 1.5393, -1.5302], [-1.6714, 3.2069, -0.0459], [-1.7838, 2.4218, 1.1491], [-1.3690, 1.2164, 1.3894], [-1.5361, 0.6921, 2.6997], [-1.8031, 1.4380, 3.8267], [-1.9556, 0.8536, 5.0958], [-1.8315, -0.4946, 5.2618], [-1.5296, -1.3026, 4.1454], [-1.3726, -2.7019, 4.2597], [-1.0704, -3.4476, 3.1608], [-0.9134, -2.7814, 1.9344], [-1.0530, -1.4860, 1.7754], [-1.3721, -0.7202, 2.8628], [-2.1052, 4.5512, 0.0810], [-1.4891, 5.6971, -3.0240], [-0.7646, 3.3560, -3.3159], [-2.2861, 2.9709, 1.9478], [-1.8827, 2.5140, 3.7596], [-2.1714, 1.4886, 5.9445], [-1.9494, -0.9596, 6.2318], [-1.4961, -3.1638, 5.2318], [-0.9455, -4.5195, 3.2125], [-0.6656, -3.3486, 1.0409], [-2.4943, 4.8924, 1.0333], [2.7658, 0.9715, -3.2578], [2.0826, -0.6194, -2.6646], [3.4811, -1.7633, -2.9771], [0.9529, -1.0358, -4.0603], [0.1496, -2.3204, -3.8261], [-1.1285, -2.1344, -2.5105], [-2.3863, -1.1173, -3.3686], [-1.8964, -3.7962, -2.5534], [3.1371, 0.8842, -4.2802], [3.5813, 1.2890, -2.6081], [1.9817, 1.7286, -3.2178], [3.8282, -1.6728, -4.0075], [3.1769, -2.7930, -2.7893], [4.3037, -1.5249, -2.3026], [1.5418, -1.1145, -4.9780], [0.2816, -0.1813, -4.1853], [0.8112, -3.1401, -3.5303], [-0.3467, -2.6348, -4.7482], [-2.6052, -1.5104, -4.3629], [-2.0366, -0.0870, -3.4406], [-3.3023, -1.1097, -2.7769], [-2.1880, -4.0613, -3.5706], [-2.7811, -3.8036, -1.9169], [-1.1956, -4.5411, -2.1763], [3.9462, -0.0130, 3.5718], [2.9562, 0.9554, 3.5837], [2.0332, 0.9745, 2.5530], [2.0548, 0.1012, 1.5415], [3.0159, -0.8281, 1.5397], [3.9780, -0.9254, 2.5286], [4.6839, -0.0567, 4.3620], [2.8970, 1.6866, 4.3774], [1.2422, 1.7152, 2.5315], [3.0161, -1.5203, 0.7034], [4.7335, -1.6967, 2.4777]], "nbo_charge": [1.757, 0.007, -0.110, -0.146, -0.292, 0.409, -0.892, -0.194, 0.187, -0.632, 0.111, -0.223, -0.186, -0.179, -0.097, -0.105, -0.266, 0.069, -0.549, 0.204, -0.165, 0.232, 0.219, 0.164, 0.218, 0.230, 0.225, 0.229, 0.236, 0.193, 0.219, -0.933, 0.719, -0.934, -0.710, -0.703, 0.718, -0.942, -0.928, 0.232, 0.243, 0.250, 0.233, 0.236, 0.242, 0.235, 0.240, 0.226, 0.235, 0.230, 0.257, 0.247, 0.234, 0.244, 0.237, -0.142, -0.233, 0.041, -0.537, 0.032, -0.245, 0.234, 0.235, 0.208, 0.194, 0.235]}

{"formula": "C27H31F9NO27", "method": "ωB97M-V/def2-TZVPD", "homo_energy_ev": -12.8, "total_charge": 1, "orbital_gap_ev": 11.12, "elements": ["N", "H", "H", "H", "H", "C", "C", "O", "C", "O", "O", "F", "H", "H", "H", "C", "C", "O", "C", "O", "O", "F", "H", "H", "H", "C", "C", "O", "C", "O", "O", "F", "H", "H", "H", "C", "C", "O", "C", "O", "O", "F", "H", "H", "H", "C", "C", "O", "C", "O", "O", "F", "H", "H", "H", "C", "C", "O", "C", "O", "O", "F", "H", "H", "H", "C", "C", "O", "C", "O", "O", "F", "H", "H", "H", "C", "C", "O", "C", "O", "O", "F", "H", "H", "H", "C", "C", "O", "C", "O", "O", "F", "H", "H", "H"], "xyz": [[-4.4526, 0.8775, 8.0488], [-5.0226, 0.0683, 7.8037], [-3.4740, 0.5395, 8.1515], [-4.7705, 1.2251, 8.9590], [-4.5638, 1.6190, 7.3576], [-7.2676, -3.0054, 5.2433], [-6.5695, -3.7604, 6.3813], [-5.5291, -2.8765, 6.7002], [-5.2706, -2.0742, 5.6465], [-4.3711, -1.2894, 5.5728], [-6.2200, -2.2219, 4.6882], [-5.9771, -4.9357, 5.9496], [-7.9594, -2.3706, 5.8035], [-7.8120, -3.6346, 4.5515], [-7.1877, -4.0326, 7.2258], [0.2548, -2.8165, 8.7886], [0.4092, -2.3304, 7.3601], [-0.2381, -1.0796, 7.3600], [-1.1776, -1.1551, 8.3458], [-2.0492, -0.3952, 8.4975], [-0.9577, -2.1782, 9.1792], [-0.2601, -3.1290, 6.4573], [1.0905, -2.5178, 9.4196], [0.1821, -3.9024, 8.7645], [1.4611, -2.3702, 7.0738], [0.1587, 4.4985, 8.0574], [0.7101, 3.8468, 9.2975], [-0.0862, 2.7023, 9.4535], [-1.3139, 3.0271, 8.9417], [-2.3177, 2.4426, 9.0967], [-1.2049, 4.0640, 8.0978], [0.6221, 4.6747, 10.3606], [0.6170, 4.1553, 7.1273], [0.2192, 5.5834, 8.0355], [1.7408, 3.5113, 9.2028], [-9.2934, -2.6961, 9.3632], [-10.1931, -1.4767, 9.6028], [-9.4023, -0.4471, 8.9837], [-8.3927, -0.9782, 8.2692], [-7.5533, -0.3882, 7.6859], [-8.6162, -2.3409, 8.1696], [-10.3973, -1.2646, 10.9296], [-9.8158, -3.6486, 9.3448], [-8.5342, -2.7659, 10.1512], [-11.1464, -1.5367, 9.0785], [-9.7082, 4.4913, 8.0387], [-9.8965, 3.8597, 6.6744], [-8.9693, 2.7987, 6.7283], [-7.9659, 3.1370, 7.5723], [-7.0193, 2.4866, 7.8033], [-8.3459, 4.1832, 8.3402], [-9.5026, 4.7547, 5.6977], [-10.3213, 4.0582, 8.8341], [-9.9313, 5.5542, 8.0983], [-10.8696, 3.4364, 6.4415], [-7.9106, 2.0103, 13.0100], [-8.4768, 1.2760, 11.7882], [-7.6826, 1.8176, 10.7720], [-6.4737, 2.1414, 11.2874], [-5.5372, 2.4044, 10.6443], [-6.5451, 2.1559, 12.6389], [-9.8071, 1.5220, 11.6406], [-8.0624, 1.5145, 13.9630], [-8.4055, 2.9863, 13.0707], [-8.3140, 0.2009, 11.8937], [-4.2539, -2.9509, 12.6180], [-3.1295, -3.0866, 11.5708], [-3.7432, -2.5739, 10.4067], [-4.7841, -1.7936, 10.7498], [-5.3579, -1.0573, 10.0355], [-4.9792, -1.8466, 12.0733], [-2.7672, -4.3760, 11.3462], [-3.9132, -2.8239, 13.6360], [-4.9150, -3.8153, 12.4958], [-2.2331, -2.5511, 11.8894], [-5.2840, 4.9678, 6.5803], [-5.3755, 6.1947, 7.4894], [-4.2119, 6.8809, 7.1601], [-3.2996, 6.0385, 6.6246], [-2.2073, 6.3302, 6.3199], [-3.8690, 4.8429, 6.3921], [-5.3233, 5.8059, 8.7977], [-5.8072, 5.2186, 5.6534], [-5.6223, 4.0331, 7.0005], [-6.2856, 6.7593, 7.3144], [-0.0196, 1.4127, 5.3641], [-0.5470, 0.9210, 4.0237], [-1.7837, 1.5494, 3.9921], [-2.2095, 1.7912, 5.2629], [-3.2769, 2.1512, 5.5697], [-1.2066, 1.4609, 6.1399], [-0.6289, -0.4456, 4.0358], [0.4477, 2.3943, 5.2559], [0.6274, 0.6627, 5.8108], [0.1665, 1.1239, 3.2298]], "mulliken_charge": [1.745, -0.149, 0.040, 0.171, 0.068, -0.139, 0.497, -0.147, 0.565, -0.459, -0.365, -0.347, -0.003, 0.390, 0.066, -0.598, 0.243, -0.016, -0.093, -0.621, -0.220, -0.297, 0.332, 0.354, 0.327, -0.280, 0.122, -0.297, 0.068, -0.297, 0.048, -0.305, 0.109, 0.335, 0.308, -0.531, 0.247, -0.237, 0.333, -0.275, -0.223, -0.283, 0.363, 0.237, 0.287, -0.530, 0.304, -0.320, 0.511, -0.305, -0.307, -0.285, 0.273, 0.319, 0.306, -0.540, 0.348, 0.000, 0.331, -0.397, -0.356, -0.326, 0.317, 0.287, 0.209, -0.516, 0.386, -0.165, 0.156, -0.112, -0.289, -0.313, 0.303, 0.292, 0.246, 0.631, 0.379, -0.381, 0.544, -0.527, -0.181, -0.294, 0.377, -0.805, 0.358, -0.593, 0.253, -0.323, 0.242, -0.417, 0.199, -0.271, 0.353, 0.165, 0.390]}

{"formula": "C27H32BHoN8O5S2", "method": "ωB97M-V/def2-TZVPD", "homo_energy_ev": [-7.6, -7.6], "de_lowest_ev": 0.0000, "spin_multiplicity": 5, "orbital_gap_ev": [6.98, 6.98], "elements": ["Ho", "C", "N", "C", "C", "N", "B", "N", "C", "C", "N", "C", "C", "S", "C", "S", "H", "H", "H", "H", "H", "H", "H", "H", "H", "H", "H", "H", "C", "C", "N", "C", "C", "C", "C", "C", "C", "C", "C", "C", "N", "C", "H", "H", "H", "H", "H", "H", "H", "H", "O", "C", "O", "C", "O", "O", "C", "N", "C", "C", "O", "N", "C", "C", "H", "H", "H", "H", "H", "H", "H", "H", "H", "H", "H", "H"], "xyz": [[-0.3936, -0.7513, 0.1082], [-0.2336, 3.8624, -0.0088], [0.5830, 3.2480, 1.0155], [1.8239, 3.7084, 1.3853], [2.1800, 3.0407, 2.4950], [1.1680, 2.1535, 2.8338], [1.2110, 1.3175, 4.1532], [0.9616, -0.2082, 3.9939], [0.3082, -0.8466, 5.0247], [0.4015, -2.1810, 4.8142], [1.1048, -2.3504, 3.6290], [1.4000, -3.6431, 3.0295], [1.4139, -1.1198, 3.1339], [2.0393, -0.8155, 1.5818], [0.1981, 2.2864, 1.9224], [-1.2178, 1.3749, 1.8144], [0.3697, 4.0837, -0.8866], [-0.6924, 4.7844, 0.3365], [-1.0340, 3.1775, -0.3111], [2.3435, 4.4697, 0.8345], [3.0851, 3.1023, 3.0704], [0.3874, 1.7544, 4.9336], [2.3529, 1.4594, 4.5514], [-0.1677, -0.3533, 5.8485], [0.0366, -3.0222, 5.3525], [0.5157, -4.2493, 2.9255], [2.1467, -4.1626, 3.6190], [1.7845, -3.4766, 2.0432], [-1.3048, 2.2103, -3.4809], [-0.7713, 1.3590, -2.5254], [-1.4750, 0.6821, -1.6554], [-2.8206, 0.8322, -1.6372], [-3.4852, 1.6564, -2.5806], [-2.6649, 2.3523, -3.5050], [-4.8993, 1.8018, -2.5304], [-5.6304, 1.1398, -1.5977], [-4.9915, 0.2860, -0.6554], [-5.7207, -0.4050, 0.3286], [-5.0431, -1.2300, 1.1889], [-3.6494, -1.3231, 1.0991], [-2.9475, -0.6616, 0.2105], [-3.5996, 0.1104, -0.6813], [-0.7014, 2.7351, -4.1881], [0.2953, 1.2143, -2.4595], [-3.1475, 3.0287, -4.1927], [-5.3512, 2.4559, -3.2495], [-6.6997, 1.2811, -1.5152], [-6.7834, -0.2662, 0.4309], [-5.5956, -1.7653, 1.9249], [-3.0817, -1.9709, 1.7560], [-1.1382, -4.9494, 0.9726], [-1.3234, -3.7928, 0.6075], [-1.0441, -2.6595, 1.2180], [-1.9035, -3.3874, -0.7815], [-2.9605, -3.7963, -1.2531], [-1.0865, -2.4627, -1.2302], [4.4141, -1.9846, -2.3347], [2.9802, -1.7020, -2.2236], [2.1239, -2.8795, -2.0662], [2.5124, -0.4983, -1.8225], [1.3889, -0.3566, -1.2975], [3.2990, 0.6051, -2.0295], [3.0806, 1.7793, -1.2058], [3.9923, 0.8094, -3.2781], [4.6464, -2.9562, -1.8612], [4.9856, -1.2028, -1.8165], [4.7151, -2.0174, -3.3953], [2.3771, -3.5925, -2.8355], [1.0569, -2.6333, -2.1531], [2.2839, -3.3686, -1.1030], [2.7015, 1.4937, -0.2268], [2.3906, 2.4757, -1.6668], [4.0493, 2.2843, -1.0917], [3.9058, -0.0668, -3.9031], [5.0468, 1.0654, -3.1124], [3.4981, 1.6275, -3.8380]], "mulliken_charge": [0.284, -0.765, 0.488, -0.654, -0.699, 0.005, 0.751, 0.278, -0.905, -0.443, 0.302, -0.863, -0.054, -0.597, -0.185, -0.469, 0.320, 0.328, 0.138, 0.539, 0.482, -0.200, -0.208, 0.481, 0.520, 0.404, 0.340, 0.130, -1.175, -0.055, 0.686, 0.094, 0.871, -0.834, -0.955, -0.901, 1.282, -0.946, -1.073, -0.429, 0.607, -0.330, 0.547, 0.237, 0.427, 0.434, 0.428, 0.436, 0.453, 0.654, -0.715, 0.510, -0.253, 0.543, -0.718, -0.462, -1.224, 0.185, -1.138, 0.226, 0.597, 0.300, -0.770, -1.172, 0.411, 0.379, 0.313, 0.441, 0.299, 0.321, -0.076, 0.319, 0.453, 0.404, 0.280, 0.339]}